No. 1
Formula: C46H66F3N2O3
Source: OMol25
Level of theory: the ωB97M-V functional and the def2-TZVPD basis

Each line ends with the Mulliken charge.
CARTESIAN COORDINATES (ANGSTROEM)
C  5.10805  -3.10271  -1.62701  -1.08
C  3.69995  -3.13198  -0.84381  -0.20
C  2.89394  -1.78657  -1.11092  -0.76
C  1.30323  -2.00818  -1.29094  -0.76
C  0.58602  -0.94470  -0.35482  -0.27
C  -0.96046  -0.72167  -0.65609  1.28
C  -1.46949  -1.24864  -2.05388  -1.31
N  -0.88279  -0.33702  -3.08952  -0.20
C  -1.81350  0.75641  -3.43612  -0.67
C  -1.74236  -1.57412  0.45922  -1.99
N  -1.69125  -0.89540  1.80614  1.27
C  -2.06648  -2.01831  2.77589  -1.52
C  -2.52283  -1.53120  4.20409  0.33
C  -1.78283  -2.48056  5.27735  -1.55
O  -3.92697  -1.66130  4.46027  -0.30
C  -2.70030  0.19823  1.88255  -1.41
C  -4.21951  -0.17604  1.71286  -0.13
C  -5.06611  0.89849  2.55843  -1.41
O  -4.67424  -0.01101  0.33899  -0.59
C  -0.27046  -0.51364  2.15889  -0.19
C  0.04999  1.02230  2.25626  -1.22
C  1.44996  1.33877  2.98361  0.21
C  1.44645  2.91668  3.26129  -1.25
O  1.57514  0.68899  4.25025  -0.39
C  2.73079  -0.15435  4.33026  -0.13
C  4.10427  0.58332  4.15007  0.47
C  5.04319  -0.02530  3.13656  -0.23
C  6.37036  0.54018  2.78852  -0.56
C  6.78544  1.80038  3.48278  -0.39
C  5.87608  2.41068  4.51077  -0.57
C  4.53112  1.82183  4.85221  -0.47
C  0.84272  -1.17544  1.21348  0.79
C  1.13948  -2.71693  1.58946  -1.74
H  5.95901  -3.19520  -0.88306  0.30
H  5.18574  -3.92331  -2.39658  0.26
H  5.27976  -2.13306  -2.16900  0.31
H  3.13400  -4.06715  -1.09829  0.38
H  3.99450  -3.12376  0.25303  0.05
H  3.13479  -1.01286  -0.32872  0.16
H  3.29975  -1.36616  -2.08434  0.57
H  1.12289  -1.81166  -2.39123  0.38
H  0.99311  -3.07165  -1.10816  0.31
H  1.09468  0.04437  -0.59521  0.27
H  -1.17606  0.37926  -0.59312  0.07
H  -1.24076  -2.32923  -2.25891  0.29
H  -2.59023  -1.06623  -2.09396  0.45
H  -0.57376  -0.86435  -3.90446  0.33
H  -2.83145  0.34365  -3.70475  0.34
H  -1.91301  1.54202  -2.63300  0.23
H  -1.37296  1.28855  -4.33358  0.10
H  -1.34940  -2.63497  0.52146  0.51
H  -2.78500  -1.68568  0.05576  0.80
H  -2.91244  -2.56900  2.25705  0.73
H  -1.25038  -2.76970  2.90890  0.79
H  -2.17855  -0.48435  4.47780  0.17
H  -0.70347  -2.65847  4.97536  0.35
H  -1.75305  -1.93138  6.25679  0.41
H  -2.35168  -3.45811  5.36352  0.43
H  -4.00868  -2.08094  5.34215  0.35
H  -2.63842  0.81911  2.82620  0.55
H  -2.44413  0.93262  1.05381  0.88
H  -4.53384  -1.19601  2.04454  0.30
H  -6.04219  1.06910  2.03297  0.42
H  -4.49644  1.88164  2.47308  0.33
H  -5.15958  0.62286  3.64205  0.24
H  -4.31863  0.85018  0.04319  0.45
H  -0.03727  -0.94782  3.18253  0.12
H  0.15824  1.41699  1.19503  0.15
H  -0.66870  1.66122  2.83253  0.51
H  2.28511  1.15091  2.25652  0.25
H  1.67117  3.46632  2.30940  0.28
H  0.46911  3.22929  3.74054  0.36
H  2.23484  3.12322  4.04813  0.32
H  2.73608  -0.58084  5.38334  0.44
H  2.66571  -1.06392  3.65200  0.00
H  4.72117  -0.95683  2.58484  0.21
H  6.99951  0.01770  2.01373  0.35
H  7.76955  2.25165  3.20375  0.35
H  6.17231  3.36338  5.03049  0.34
H  3.83167  2.28159  5.59156  0.49
H  1.86347  -0.70983  1.38080  0.28
H  2.23567  -2.94979  1.48295  0.09
H  0.90413  -2.84883  2.68962  0.45
H  0.58712  -3.44494  0.94068  0.43
F  -5.57302  -2.14886  6.79002  -0.33
C  -6.83377  -1.78588  6.46708  0.40
C  -7.63128  -1.18386  7.42329  -0.48
C  -8.92588  -0.80598  7.08882  -0.40
C  -9.40937  -1.04435  5.80636  -0.45
C  -8.59828  -1.65481  4.85652  -0.50
C  -7.29986  -2.02349  5.18657  -0.19
H  -7.23984  -1.01388  8.41890  0.41
H  -9.55755  -0.32682  7.82699  0.37
H  -10.42090  -0.75300  5.54812  0.38
H  -8.97705  -1.84384  3.85908  0.37
H  -6.65022  -2.49241  4.45719  0.38
F  -0.40014  3.46130  -4.66438  -0.32
C  -0.33409  3.50325  -6.00953  0.23
C  0.57559  2.69502  -6.66869  -0.29
C  0.64036  2.73379  -8.05626  0.00
C  -0.19736  3.58758  -8.76612  -0.61
C  -1.10343  4.39807  -8.09112  -0.37
C  -1.17695  4.35240  -6.70433  -0.54
H  1.22561  2.04257  -6.09777  0.46
H  1.34341  2.09994  -8.58387  0.27
H  -0.14297  3.62029  -9.84817  0.39
H  -1.75264  5.06569  -8.64501  0.37
H  -1.88257  4.97003  -6.16225  0.41
F  2.89835  0.17897  -9.69281  -0.35
C  4.00498  0.87860  -9.38430  0.24
C  4.45889  0.88920  -8.07656  -0.20
C  5.60476  1.60832  -7.75878  -0.37
C  6.27671  2.31646  -8.74916  -0.46
C  5.80784  2.30195  -10.05782  -0.37
C  4.66852  1.57468  -10.37951  -0.44
H  3.91750  0.33810  -7.31696  0.44
H  5.97327  1.61729  -6.73987  0.35
H  7.16795  2.88054  -8.49923  0.37
H  6.32972  2.85728  -10.82797  0.36
H  4.29411  1.54509  -11.39536  0.42

The total charge is +1. The LUMO energy is -1.80 eV. The energy comes out at -66036.444 eV. The HOMO-LUMO gap comes out at 8.84 eV.

***

No. 2
Formula: C46H66N2O4P2PtSb
Source: OMol25
Level of theory: the ωB97M-V functional and the def2-TZVPD basis

Each line ends with the Mulliken charge.
CARTESIAN COORDINATES (ANGSTROEM)
Pt  -0.17583  0.52961  -0.06874  5.08
C  -1.16247  4.22736  -0.17585  -0.71
C  -1.95772  4.15711  1.09368  0.95
C  -2.29355  5.33647  1.75178  -0.58
C  -3.02121  5.33278  2.93171  -0.86
C  -3.44129  4.12784  3.46941  -0.93
C  -3.12049  2.94327  2.82246  -1.13
C  -2.36869  2.93137  1.64852  0.69
P  -1.99685  1.35045  0.77804  1.74
C  -2.75535  0.07979  1.88691  0.50
C  -3.81596  -0.67816  1.38726  -1.46
C  -4.33280  -1.75682  2.08891  -0.91
C  -3.78815  -2.10206  3.31302  -0.76
C  -2.73639  -1.35763  3.82107  -0.77
C  -2.20802  -0.26980  3.13324  1.10
C  -1.09117  0.50613  3.77072  -1.13
C  -3.18768  1.47142  -0.58774  0.02
C  -4.38068  2.18798  -0.60156  -0.80
C  -5.15983  2.18590  -1.74677  -0.80
C  -4.74632  1.45748  -2.86055  -0.82
C  -3.56468  0.73463  -2.83230  -0.05
C  -2.76482  0.73929  -1.68852  0.75
C  -1.46803  -0.01010  -1.57714  -0.68
H  -0.80428  5.24099  -0.35365  0.56
H  -1.77027  3.92042  -1.03030  0.15
H  -0.31459  3.54035  -0.13504  -0.33
H  -1.96714  6.27748  1.32410  0.39
H  -3.26228  6.26756  3.42255  0.37
H  -4.02363  4.10377  4.38206  0.43
H  -3.47891  2.00843  3.23289  0.60
H  -4.23913  -0.43823  0.42193  0.43
H  -5.14674  -2.33113  1.66509  0.44
H  -4.16751  -2.95217  3.86617  0.37
H  -2.29781  -1.63095  4.77442  0.41
H  -0.52276  -0.12540  4.45393  0.57
H  -1.47091  1.36017  4.33715  0.34
H  -0.41152  0.89329  3.01461  -0.45
H  -4.68481  2.75554  0.27075  0.50
H  -6.08005  2.75528  -1.78211  0.40
H  -5.34897  1.46679  -3.76064  0.37
H  -3.24146  0.17875  -3.70528  0.52
H  -0.89512  0.13332  -2.49527  0.38
H  -1.65848  -1.08062  -1.48216  -1.15
C  3.23839  -4.71798  0.38394  -1.90
C  2.46835  -3.44474  0.74336  2.77
C  1.95386  -3.56960  2.18430  -1.82
C  3.45666  -2.27094  0.74973  -2.76
P  0.97727  -2.90538  -0.34519  -0.64
N  0.41014  -1.54389  0.04414  -0.09
C  1.57753  -3.10611  -2.14375  2.38
C  2.94439  -2.42288  -2.30449  -1.79
C  0.63976  -2.29280  -3.04255  -1.52
C  1.69486  -4.53634  -2.68352  -2.10
C  -0.39767  -4.21160  -0.02146  2.84
C  -1.12031  -3.80459  1.27555  -2.14
C  0.00893  -5.68543  0.08192  -2.10
C  -1.46048  -4.09221  -1.12424  -2.14
H  4.00554  -4.89022  1.14850  0.53
H  3.75491  -4.62957  -0.57053  0.31
H  2.60981  -5.60591  0.34858  0.25
H  2.81086  -3.60314  2.86560  0.63
H  1.37544  -4.47715  2.34640  0.37
H  1.33272  -2.71050  2.44547  0.09
H  4.07850  -2.32368  1.64926  0.91
H  2.89684  -1.33760  0.75301  0.00
H  4.12007  -2.26624  -0.10976  0.11
H  2.94295  -1.41648  -1.88169  -0.05
H  3.15069  -2.31304  -3.37349  0.71
H  3.75838  -3.00770  -1.87953  0.34
H  0.63934  -1.25690  -2.71091  -0.34
H  -0.38529  -2.65725  -3.05792  0.26
H  1.02722  -2.32576  -4.06662  0.69
H  2.33336  -5.17221  -2.07090  0.22
H  2.14218  -4.49117  -3.68274  0.56
H  0.72946  -5.02789  -2.78802  0.31
H  -0.60355  -4.15055  2.16932  0.17
H  -2.11888  -4.25371  1.28362  0.68
H  -1.21882  -2.71873  1.32648  0.20
H  0.64257  -5.88193  0.94534  0.33
H  0.52318  -6.04821  -0.80740  0.25
H  -0.89613  -6.29167  0.20620  0.53
H  -1.80262  -3.06205  -1.22618  -0.01
H  -2.32362  -4.70464  -0.84320  0.67
H  -1.11571  -4.44334  -2.09386  0.31
O  3.27162  0.90894  -3.27147  -0.81
C  2.13539  1.15657  -2.84586  -0.65
O  1.66672  0.83001  -1.72017  -0.05
C  1.21731  1.93106  -3.79671  -0.10
C  1.54741  2.00370  -5.14719  -0.66
C  0.74011  2.68896  -6.03734  -0.60
C  -0.39539  3.31540  -5.54685  -0.25
C  -0.74553  3.27491  -4.20762  -0.44
C  0.07249  2.57196  -3.33692  0.64
N  -1.25713  4.05011  -6.48201  1.03
O  -0.95633  4.04603  -7.66438  -0.65
O  -2.24538  4.60757  -6.03629  -0.63
H  2.45373  1.51134  -5.47219  0.50
H  0.97268  2.74796  -7.08994  0.49
H  -1.64187  3.77384  -3.87036  0.61
H  -0.16842  2.49341  -2.28532  0.27
C  0.88286  3.68666  3.02654  -0.97
C  2.02098  3.27137  2.10200  -1.23
Sb  1.92011  1.24775  1.36641  -1.42
C  3.76489  1.27787  0.29012  -0.22
C  4.99019  1.59937  1.13403  -1.38
C  2.58331  0.20236  3.14237  0.11
C  2.98855  1.05533  4.33658  -1.58
H  0.95009  4.74404  3.29666  0.43
H  0.88138  3.11388  3.95486  0.07
H  -0.08745  3.53153  2.55639  0.38
H  2.98980  3.40297  2.58730  0.61
H  2.03163  3.89632  1.20489  0.68
H  3.62503  1.98616  -0.52512  0.51
H  3.84379  0.30807  -0.19744  -0.12
H  4.93735  2.60001  1.56892  0.31
H  5.89827  1.55811  0.52751  0.47
H  5.11944  0.89065  1.95572  0.22
H  3.42482  -0.40493  2.81337  0.45
H  1.79093  -0.50034  3.40504  0.18
H  3.79899  1.74204  4.08541  0.28
H  3.33896  0.42761  5.16064  0.40
H  2.16191  1.65521  4.71692  0.33

The total charge is -1. The LUMO energy is 1.96 eV. The energy comes out at -88305.430 eV. The HOMO-LUMO gap comes out at 6.17 eV.